# 1
{
  "formula": "C29H38NO2P2ReSi",
  "method": "ωB97M-V/def2-TZVPD",
  "homo_ha": [-0.61354, -0.61580],
  "e_lumo_ha": [-0.4109, -0.4609],
  "multiplicity": 4,
  "charge": 3,
  "symbols": ["Re", "P", "C", "C", "N", "C", "C", "C", "C", "C", "P", "H", "H", "H", "H", "H", "H", "H", "H", "O", "H", "H", "O", "H", "C", "H", "H", "H", "C", "H", "H", "H", "C", "H", "H", "H", "C", "H", "H", "H", "C", "C", "C", "C", "C", "C", "Si", "C", "C", "C", "C", "C", "C", "C", "C", "C", "C", "C", "C", "H", "H", "H", "H", "H", "H", "H", "H", "H", "H", "H", "H", "H", "H", "H"],
  "coordinates": [[0.847, -0.208, -0.614], [1.534, 1.530, 0.466], [2.873, 2.260, -0.635], [2.930, 1.633, -1.982], [2.183, 0.500, -2.154], [2.056, -0.098, -3.344], [3.046, 0.140, -4.292], [3.975, 1.147, -4.126], [3.837, 1.974, -3.002], [0.912, -1.013, -3.556], [-0.491, -0.643, -2.287], [4.599, 2.751, -2.828], [3.016, -0.461, -5.169], [4.798, 1.287, -4.850], [0.384, -0.875, -4.500], [1.213, -2.043, -3.426], [2.787, 3.330, -0.520], [3.840, 1.945, -0.167], [0.362, 4.969, -3.093], [0.503, 5.873, -3.320], [0.990, 6.162, -2.560], [-2.170, 2.906, -0.755], [-3.058, 2.728, -1.142], [-3.003, 3.492, -1.699], [-1.535, 0.422, -3.308], [-1.593, -0.105, -4.266], [-2.510, 0.475, -2.817], [-1.118, 1.429, -3.408], [-1.463, -2.166, -2.514], [-2.463, -1.934, -2.124], [-1.469, -2.316, -3.604], [-1.006, -3.006, -1.974], [2.913, 1.124, 1.619], [3.294, 2.128, 1.854], [2.553, 0.581, 2.495], [3.652, 0.533, 1.042], [0.847, 3.059, 1.184], [0.350, 2.812, 2.130], [1.724, 3.697, 1.384], [0.136, 3.563, 0.505], [2.510, -3.810, 2.675], [2.222, -3.747, 1.314], [1.275, -2.814, 0.841], [0.597, -1.978, 1.744], [0.889, -2.064, 3.110], [1.839, -2.973, 3.563], [-0.683, -0.689, 1.084], [-2.201, -1.675, 0.603], [-3.307, -1.015, 0.033], [-4.460, -1.752, -0.288], [-4.490, -3.133, -0.080], [-3.385, -3.773, 0.474], [-2.246, -3.047, 0.821], [-1.308, 0.284, 2.577], [-2.644, 0.268, 2.971], [-3.056, 0.977, 4.096], [-2.138, 1.724, 4.833], [-0.796, 1.719, 4.463], [-0.377, 0.994, 3.345], [3.260, -4.511, 3.047], [2.762, -4.386, 0.614], [1.124, -2.669, -0.252], [0.363, -1.417, 3.805], [2.064, -3.015, 4.632], [-3.260, 0.066, -0.143], [-5.330, -1.236, -0.695], [-5.386, -3.701, -0.328], [-3.393, -4.848, 0.640], [-1.378, -3.545, 1.257], [-3.362, -0.313, 2.399], [-4.107, 0.941, 4.379], [-2.476, 2.283, 5.719], [-0.069, 2.277, 5.045], [0.672, 0.991, 3.060]]
}



# 2
{
  "formula": "C29H39Cl2F4N8NaS2",
  "method": "ωB97M-V/def2-TZVPD",
  "homo_ha": -0.22521,
  "e_lumo_ha": -0.0235,
  "symbols": ["Na", "C", "N", "C", "C", "C", "N", "C", "C", "F", "C", "F", "C", "C", "F", "C", "F", "H", "H", "H", "H", "H", "H", "H", "H", "H", "H", "H", "Cl", "C", "Cl", "H", "H", "S", "C", "N", "C", "C", "N", "C", "C", "C", "C", "C", "C", "C", "C", "S", "C", "C", "C", "C", "C", "C", "C", "H", "H", "H", "H", "H", "H", "H", "H", "H", "H", "H", "H", "H", "H", "H", "H", "H", "H", "N", "N", "H", "H", "H", "H", "N", "N", "H", "H", "H", "H"],
  "coordinates": [[0.120, -2.334, 1.099], [2.375, 0.547, 1.376], [1.145, -0.018, 1.903], [0.024, 0.821, 1.510], [1.243, -0.139, 3.365], [0.159, -1.026, 3.979], [0.204, -2.378, 3.465], [1.104, -3.245, 3.914], [1.177, -4.509, 3.260], [0.342, -4.697, 2.195], [2.057, -5.507, 3.581], [2.036, -6.640, 2.847], [2.978, -5.371, 4.607], [2.947, -4.158, 5.270], [3.818, -3.947, 6.276], [2.071, -3.143, 4.957], [2.168, -1.999, 5.690], [2.549, 1.574, 1.738], [2.340, 0.566, 0.285], [3.221, -0.069, 1.683], [0.080, 1.823, 1.971], [-0.928, 0.367, 1.788], [0.035, 0.939, 0.425], [1.225, 0.865, 3.826], [2.213, -0.585, 3.591], [-0.824, -0.612, 3.731], [0.247, -0.945, 5.066], [3.668, -6.155, 4.874], [3.270, -3.104, 1.380], [4.227, -2.516, 0.019], [3.205, -1.948, -1.317], [4.842, -3.328, -0.348], [4.832, -1.681, 0.354], [-3.372, -0.060, -0.754], [-2.134, 0.901, -1.248], [-1.990, 2.199, -0.936], [-1.038, 3.026, -1.667], [-1.010, 2.559, -3.101], [-0.629, 1.149, -3.118], [0.343, 0.751, -4.133], [1.699, 1.368, -3.884], [2.279, 1.284, -2.621], [3.522, 1.847, -2.382], [4.200, 2.499, -3.404], [3.628, 2.586, -4.664], [2.379, 2.025, -4.901], [-1.036, 0.336, -2.138], [-0.413, -1.169, -1.839], [-2.835, 2.879, 0.040], [-3.800, 3.837, -0.617], [-4.633, 3.396, -1.644], [-5.513, 4.276, -2.253], [-5.574, 5.602, -1.842], [-4.749, 6.045, -0.820], [-3.862, 5.164, -0.214], [-0.039, 2.965, -1.222], [-1.383, 4.059, -1.615], [-0.262, 3.113, -3.667], [-1.988, 2.704, -3.570], [-0.042, 1.071, -5.104], [0.398, -0.336, -4.121], [1.757, 0.756, -1.832], [3.966, 1.770, -1.397], [5.171, 2.938, -3.218], [4.149, 3.095, -5.464], [1.931, 2.099, -5.885], [-2.177, 3.423, 0.723], [-3.363, 2.112, 0.603], [-4.597, 2.357, -1.949], [-6.161, 3.925, -3.046], [-6.264, 6.287, -2.318], [-4.790, 7.076, -0.496], [-3.214, 5.513, 0.582], [-1.001, -4.477, -1.087], [0.313, -4.096, -0.667], [-0.984, -4.916, -2.001], [-1.553, -3.629, -1.159], [0.912, -3.849, -1.449], [0.725, -4.884, -0.182], [-3.483, -2.748, 1.544], [-2.114, -3.153, 1.589], [-4.104, -3.524, 1.746], [-3.680, -2.423, 0.606], [-1.990, -4.117, 1.296], [-1.764, -3.059, 2.540]]
}



# 3
{
  "formula": "C29H39IrN3O7P3S3Si",
  "method": "ωB97M-V/def2-TZVPD",
  "homo_ha": [-0.15218, -0.17724],
  "e_lumo_ha": [0.0760, 0.0694],
  "multiplicity": 2,
  "charge": -1,
  "symbols": ["Ir", "N", "C", "C", "P", "O", "O", "O", "P", "O", "O", "O", "H", "H", "H", "H", "H", "H", "H", "H", "C", "Si", "C", "C", "N", "C", "C", "C", "C", "C", "C", "O", "C", "C", "C", "C", "C", "C", "H", "H", "H", "H", "H", "H", "H", "H", "H", "H", "H", "H", "H", "H", "H", "H", "H", "H", "N", "H", "H", "H", "S", "P", "S", "C", "C", "C", "C", "C", "C", "C", "C", "C", "C", "C", "C", "H", "H", "H", "H", "H", "H", "H", "H", "H", "H", "S"],
  "coordinates": [[-0.843, 0.201, 0.383], [-3.390, 2.634, 4.183], [-3.306, 1.487, 3.185], [-4.348, 0.431, 3.475], [-1.570, 0.903, 3.519], [-0.783, 2.229, 3.143], [-1.552, 0.741, 4.998], [-1.232, -0.239, 2.576], [-3.362, 2.311, 1.523], [-4.889, 2.069, 1.029], [-3.195, 3.753, 1.845], [-2.513, 1.585, 0.506], [-2.700, 2.421, 4.922], [-4.324, 2.768, 4.559], [-3.131, 3.461, 3.587], [-4.222, 0.054, 4.493], [-4.212, -0.407, 2.797], [-5.359, 0.824, 3.345], [-0.136, 2.109, 2.387], [-4.887, 1.363, 0.370], [0.086, 0.897, -4.519], [0.214, 0.797, -2.631], [0.196, 2.602, -2.138], [1.872, -0.020, -2.301], [-0.982, -0.095, -1.720], [-1.831, -1.065, -2.189], [-1.967, -1.384, -3.558], [-2.804, -2.387, -4.015], [-3.538, -3.157, -3.127], [-3.430, -2.878, -1.772], [-2.633, -1.839, -1.331], [-2.480, -1.541, 0.021], [-3.354, -2.059, 0.959], [-4.728, -1.939, 0.804], [-5.574, -2.486, 1.757], [-5.052, -3.121, 2.875], [-3.676, -3.193, 3.043], [-2.824, -2.671, 2.080], [0.787, 1.664, -4.856], [-0.910, 1.192, -4.859], [0.355, -0.035, -5.022], [0.940, 3.162, -2.713], [0.424, 2.728, -1.083], [-0.785, 3.050, -2.318], [2.677, 0.430, -2.890], [1.847, -1.088, -2.540], [2.132, 0.085, -1.245], [-1.390, -0.823, -4.271], [-2.870, -2.576, -5.080], [-4.175, -3.962, -3.467], [-3.965, -3.483, -1.054], [-5.125, -1.427, -0.064], [-6.646, -2.408, 1.624], [-5.714, -3.556, 3.613], [-3.256, -3.666, 3.921], [-1.752, -2.709, 2.203], [0.332, -1.543, 0.484], [0.550, -1.585, 1.477], [1.209, -1.413, -0.016], [-0.133, -2.391, 0.181], [6.231, -0.669, 2.279], [4.747, -0.067, 1.131], [2.906, -0.339, 1.914], [4.876, -0.969, -0.458], [4.227, -2.190, -0.602], [4.426, -2.963, -1.737], [5.292, -2.524, -2.731], [5.952, -1.312, -2.586], [5.749, -0.537, -1.453], [4.951, 1.681, 0.636], [5.925, 2.457, 1.253], [6.105, 3.781, 0.871], [5.307, 4.332, -0.121], [4.318, 3.564, -0.722], [4.135, 2.243, -0.344], [3.573, -2.531, 0.193], [3.912, -3.910, -1.844], [5.467, -3.135, -3.608], [6.636, -0.972, -3.354], [6.272, 0.403, -1.331], [6.543, 2.006, 2.019], [6.876, 4.376, 1.344], [5.451, 5.363, -0.423], [3.687, 3.993, -1.492], [3.354, 1.651, -0.799], [1.010, 1.459, 0.874]]
}